One molecule with the formula C26H32BrN5O4, computed with ωB97M-V/def2-TZVPD.

Computed properties:
relative energy (zero: lowest compared OMol25 entry of this formula, charge and spin) = 0.205 eV
charge = 0
highest occupied orbital energy = -8.148 eV
multiplicity = 1

Cartesian coordinates (Å):
H: 5.649 3.499 2.565
C: 3.544 1.668 -1.525
H: 7.865 3.776 1.620
H: 3.589 0.857 1.082
C: -6.875 -0.433 1.354
H: 7.445 2.263 -0.575
C: -7.548 0.480 0.562
H: -2.814 -0.990 1.006
H: 4.248 4.296 0.012
H: 3.385 -1.520 0.667
C: 1.218 -2.463 -0.465
N: 5.409 2.582 -0.231
C: 5.689 4.057 1.628
C: -4.441 -1.543 -1.412
C: -1.006 -0.920 -1.007
C: 3.743 -0.893 -0.152
H: -5.493 -1.770 3.200
C: -0.061 -2.949 -0.186
C: 7.023 3.801 0.932
H: 5.512 0.849 -1.293
C: -4.299 -2.299 1.510
C: -2.563 -2.719 -0.173
H: -2.500 -3.751 0.191
H: 2.784 2.167 -0.922
H: -0.144 -3.955 0.197
C: -3.459 -2.706 -1.442
N: -3.151 -1.935 0.906
O: 2.154 -4.359 0.361
O: -4.881 -3.336 1.269
C: 4.667 3.495 0.633
H: 3.825 2.331 -2.342
H: -5.061 2.739 0.140
H: -3.882 1.122 1.557
H: -7.381 -1.328 1.685
C: 6.769 2.457 0.262
C: -4.816 -1.265 2.511
N: 2.272 -3.423 -0.410
C: -1.181 -2.193 -0.449
N: 2.640 -0.560 -1.020
C: -5.550 -0.220 1.720
C: -4.908 0.931 1.278
H: 2.121 0.539 -2.714
H: -4.008 -3.643 -1.510
H: 5.194 0.111 1.067
C: -5.567 1.852 0.485
H: 3.838 3.007 1.156
C: 4.340 0.384 0.445
O: 3.205 -3.295 -1.186
H: -6.428 -1.192 -1.201
H: -1.877 -0.328 -1.252
H: 3.761 -0.121 -2.697
C: -6.883 1.616 0.131
H: -5.976 -2.845 -1.006
H: 7.203 4.562 0.174
H: 0.341 0.591 -1.619
H: 6.886 1.643 0.997
H: -2.827 -2.601 -2.325
H: -8.577 0.312 0.282
C: 4.772 1.361 -0.663
C: 0.247 -0.412 -1.235
H: 5.520 5.109 1.845
N: -5.731 -1.914 -1.298
C: 1.416 -1.144 -0.934
O: -4.102 -0.380 -1.500
H: -3.984 -0.830 3.063
C: 2.989 0.359 -2.080
H: 4.512 -1.453 -0.702
Br: -7.803 2.874 -0.966

Cartesian forces (eV/Å) of the 3 atoms listed first:
0.00 0.01 0.03
0.29 -0.32 -0.12
0.06 0.04 -0.01

***

C26H32BrN6O3TeTl as an isolated structure, computed with ωB97M-V/def2-TZVPD.

Computed properties:
charge = -1
highest occupied orbital energy (alpha / beta) = -4.868 / -4.822 eV
multiplicity = 2

Cartesian coordinates (Å):
C: 2.566 2.480 0.917
H: -3.694 1.619 -6.360
H: 5.105 -2.234 2.494
C: -0.723 1.170 1.864
N: 0.937 -1.964 3.408
C: 3.175 4.372 2.272
C: -3.290 -1.803 0.134
C: -4.840 -1.609 2.106
C: -0.843 0.514 -5.237
H: -5.392 -2.388 1.580
N: 4.214 -2.685 2.346
C: -1.261 -0.517 -0.023
N: 1.791 -0.424 1.053
H: 3.047 -1.405 5.001
H: -2.523 2.910 -6.611
C: -1.899 -2.219 -1.860
Br: -1.949 -5.269 0.726
H: -0.036 0.702 2.573
H: 2.250 2.073 -0.035
H: 3.408 -3.630 0.817
N: 4.003 -2.826 0.949
H: -2.238 1.314 -7.313
Te: 0.521 -0.077 -1.081
H: 3.307 1.497 4.065
H: -2.854 1.641 -1.029
C: 0.976 -0.870 -4.237
C: 3.162 2.159 3.223
C: -1.577 0.123 1.194
H: -3.932 -2.579 -0.267
H: -1.225 2.242 -0.765
C: 2.774 3.845 1.052
H: -2.547 -1.816 -2.643
N: 1.956 -2.522 2.808
H: 0.776 -1.795 -3.692
C: 3.362 3.525 3.357
H: -5.503 -0.754 2.260
O: 3.329 -0.491 2.776
C: -1.896 1.417 -5.188
H: -2.387 3.226 -1.662
H: -0.872 -2.140 -2.211
C: -0.552 0.630 -2.842
Tl: 0.336 -3.275 0.704
H: -3.060 2.661 -3.892
C: 3.238 -1.942 3.090
N: 3.701 -1.956 4.457
C: -0.162 0.116 -4.089
O: -0.197 -2.431 3.115
C: -2.038 2.207 -1.487
H: 3.666 3.928 4.316
H: -2.975 0.228 2.797
H: 2.619 4.495 0.199
C: -2.128 -1.484 -0.562
H: -4.564 -1.999 3.089
C: -2.249 1.938 -3.952
H: -0.127 1.739 1.153
C: -3.608 -1.208 1.340
C: -2.747 -0.241 1.844
H: -1.352 1.863 2.425
H: 3.506 -2.025 0.571
H: 3.344 5.437 2.376
H: 1.132 -1.119 -5.287
C: 2.565 0.146 1.875
H: 1.910 -0.464 -3.844
O: 1.044 -1.003 4.201
H: -2.135 -3.276 -1.719
C: -2.626 1.836 -6.438
C: -1.591 1.570 -2.782
H: -0.542 0.102 -6.196
C: 2.760 1.629 1.998
H: 3.649 -2.915 4.777

Cartesian forces (eV/Å) of the 3 atoms listed first:
0.01 0.03 -0.05
0.01 0.00 -0.01
0.10 -0.04 0.05

***

Maximum force across the listed records, respectively: 1.36 1.18 eV/Å.